Record 1
The ion C7H14N4S with charge +2 in a non-equilibrium geometry. Source: OMol25; level of theory: wB97M-V/def2-TZVPD.

Frontier orbital gap in eV: 7.84
Lowest unoccupied orbital energy in eV: -8.61
Net charge: +2
E_HOMO in eV: -16.5
Structure (SMILES): [NH3+]N[C@H](c1ccccc1)N([NH3+])S
Energy above the lowest of the compared OMol25 structures with the same formula, charge and spin in kJ/mol: 222.39
Molecular weight in u: 186.28

Geometry as XYZ:
```
26
Properties=species:S:1:pos:R:3:forces:R:3:mulliken_charge:R:1
N 0.078230 -2.557594 0.054087 2.879 2.576 -1.622 -0.138
N -1.105726 -1.798617 0.219520 -0.568 -0.263 2.003 -0.432
C -0.965707 -0.418724 -0.372601 0.324 -1.912 -1.130 0.504
C 0.424595 0.094596 -0.214892 0.519 -0.446 0.561 -0.485
C 1.215637 -0.167514 0.928790 -0.477 0.787 0.027 -0.078
C 2.409374 0.467413 1.168240 0.629 0.614 -2.896 -0.602
C 2.917617 1.347807 0.080501 -2.073 -1.127 1.426 -0.514
C 2.134535 1.600659 -1.059838 -0.174 -2.369 0.714 -0.700
C 0.907405 0.849800 -1.222618 2.516 1.942 1.341 -0.335
N -1.942336 0.349071 0.302078 -0.438 4.307 1.651 -0.512
N -3.257058 0.562456 -0.352690 1.168 1.096 -0.439 -0.258
S -1.190881 2.336157 0.716633 -0.640 -3.173 0.137 0.063
H 1.018929 -1.904760 0.233307 -2.148 -1.758 -0.388 0.378
H 0.178181 -2.984773 -0.858385 -0.257 0.449 -1.017 0.365
H 0.086759 -3.366663 0.582326 -0.180 -1.988 2.372 0.343
H -1.232105 -1.773412 1.282213 -0.082 0.455 -1.931 0.343
H -1.178551 -0.539664 -1.458818 0.072 0.134 0.449 0.577
H 0.821349 -0.779594 1.706312 -0.326 -0.409 0.740 0.285
H 2.951521 0.111368 2.038458 0.361 0.743 -0.120 0.431
H 3.854830 1.821566 0.235793 0.672 0.362 -0.089 0.470
H 2.538272 2.149803 -1.896768 -0.089 0.363 0.128 0.472
H 0.234363 1.046001 -1.979341 -0.823 0.478 -2.074 0.393
H -3.661352 -0.341529 -0.555733 -0.966 -0.686 1.235 0.373
H -3.249789 0.889625 -1.341739 0.581 0.848 0.504 0.369
H -3.783069 1.276641 0.262011 0.465 -1.781 -1.014 0.398
H -0.205019 1.729870 1.503161 -0.945 0.758 -0.568 0.290
```
Positions in Å, forces in eV/Å.

Record 2
A cluster of 2 separate species, C7H14NO in total in a non-equilibrium geometry. Source: OMol25; level of theory: wB97M-V/def2-TZVPD.

Frontier orbital gap in eV: 9.16
Lowest unoccupied orbital energy in eV: -3.37
Net charge: +1
E_HOMO in eV: -12.5
Energy above the lowest of the compared OMol25 structures with the same formula, charge and spin in kJ/mol: 510.66
Molecular weight in u: 128.19

Geometry as XYZ:
```
23
Properties=species:S:1:pos:R:3:forces:R:3:mulliken_charge:R:1
C -1.716394 0.027998 2.294841 -2.384 -0.380 -1.318 -0.940
C -0.611872 0.277800 1.648996 4.044 -0.912 -1.547 -0.167
C 0.762794 -0.600880 -1.727000 0.724 -0.419 -0.973 -0.429
C -0.382984 -1.572294 -1.374033 4.493 -1.370 3.166 -0.524
C -0.418064 0.080126 0.158854 -2.084 5.251 -0.120 0.368
C -1.206327 1.973528 -0.333587 2.007 -3.669 4.096 -1.035
C 1.980281 -0.479724 0.423983 3.401 0.639 0.138 -0.920
N 1.008356 0.135036 -0.468213 -1.212 0.477 0.180 0.076
O -1.161825 -0.814663 -0.521828 -1.352 -0.202 -0.174 -0.278
H -1.912105 0.461519 3.236543 0.087 -0.181 1.226 0.354
H -2.619775 -0.407759 1.751954 1.385 0.625 0.751 0.249
H 0.418257 0.577772 2.052305 -2.286 0.300 0.241 0.124
H 1.721885 -1.090786 -2.022028 -0.911 0.396 -0.077 0.361
H 0.434079 0.174789 -2.463348 0.233 -0.922 0.377 0.357
H -0.704710 -1.964191 -2.266701 -2.100 -0.627 -1.762 0.449
H 0.024630 -2.501273 -0.716414 -0.616 1.847 -1.680 0.256
H -2.220700 1.705893 -0.285521 -1.171 -0.086 -0.360 0.358
H -0.702683 2.169214 -1.189509 0.900 0.950 -2.830 0.465
H -0.834222 2.475823 0.563511 -0.310 0.293 -0.508 0.351
H 1.987101 0.125222 1.340768 0.350 -0.293 -0.370 0.392
H 1.768201 -1.513915 0.735367 -0.120 0.381 -0.674 0.360
H 3.044911 -0.348853 -0.085900 -2.187 -0.640 1.176 0.351
H 1.341166 1.109616 -0.753042 -0.891 -1.459 1.041 0.424
```
Positions in Å, forces in eV/Å.

Record 3
The ion C7H14NO2 with charge +1 in a non-equilibrium geometry. Source: OMol25; level of theory: wB97M-V/def2-TZVPD.

Frontier orbital gap in eV: 11.79
Lowest unoccupied orbital energy in eV: -2.61
Net charge: +1
E_HOMO in eV: -14.4
Structure (SMILES): C[N+]1(C)CCCO[C@H]2O[C@H]21
Energy above the lowest of the compared OMol25 structures with the same formula, charge and spin in kJ/mol: 180.44
Molecular weight in u: 144.19

Geometry as XYZ:
```
24
Properties=species:S:1:pos:R:3:forces:R:3:mulliken_charge:R:1
C 0.383392 0.693701 1.518264 -0.228 0.124 1.018 -1.030
N 0.529325 0.600769 0.048894 -0.114 0.024 0.023 0.097
C 1.843803 1.171969 -0.317817 0.803 0.370 -0.220 -1.032
C 0.468411 -0.816526 -0.432839 -0.153 -0.919 -0.134 -0.591
C -0.654056 -1.673489 0.154586 -0.333 0.495 -0.071 -0.552
C -2.075101 -1.190606 -0.149143 0.113 -0.356 0.008 -0.569
O -2.331436 0.098816 0.403764 -0.060 0.294 0.369 -0.385
C -1.954589 1.119597 -0.421250 0.151 -0.688 -0.934 -0.085
O -1.309899 2.205785 0.147210 -0.030 0.840 0.791 -0.435
C -0.520868 1.400067 -0.644114 -0.564 -0.171 -0.714 -0.326
H 0.567695 1.719713 1.832363 0.045 -0.068 -0.121 0.368
H -0.626699 0.427040 1.824809 0.217 0.007 -0.138 0.472
H 1.105504 0.032399 1.992487 0.068 -0.036 -0.152 0.380
H 1.857259 2.236692 -0.088204 -0.111 -0.054 0.025 0.422
H 2.632164 0.681085 0.250220 -0.129 -0.068 0.028 0.418
H 2.039247 1.035278 -1.380567 -0.152 -0.065 0.019 0.425
H 1.421584 -1.286780 -0.180290 0.016 0.204 -0.045 0.407
H 0.379916 -0.785271 -1.522264 0.103 0.133 0.067 0.384
H -0.544519 -2.671421 -0.273005 0.075 -0.006 0.009 0.410
H -0.536137 -1.770885 1.233495 0.041 -0.075 0.003 0.316
H -2.267862 -1.181441 -1.227787 -0.024 -0.035 0.050 0.367
H -2.793775 -1.856831 0.330519 0.066 0.038 -0.152 0.340
H -2.658899 1.356365 -1.220842 0.004 0.039 0.171 0.570
H -0.173614 1.816499 -1.584633 0.195 -0.027 0.099 0.631
```
Positions in Å, forces in eV/Å.

Record 4
A cluster of 2 separate species, C7H14NO3 in total in a non-equilibrium geometry. Source: OMol25; level of theory: wB97M-V/def2-TZVPD.

Frontier orbital gap (spin up / spin down) in eV: 7.00 / 6.89
2S+1: 3
Lowest unoccupied orbital energy (spin up / spin down) in eV: -3.53 / -7.15
Net charge: +1
E_HOMO (spin up / spin down) in eV: -10.5 / -14.0
Energy above the lowest of the compared OMol25 structures with the same formula, charge and spin in kJ/mol: 29.50
Expectation value of S²: 2.01
Molecular weight in u: 160.19

Geometry as XYZ:
```
25
Properties=species:S:1:pos:R:3:forces:R:3:mulliken_charge:R:1
C -0.379779 -1.112892 0.112652 2.140 -1.051 -0.927 0.426
C -1.548168 -1.944034 0.091798 -0.768 -2.796 1.014 -0.440
C -1.743922 -2.305340 -1.381097 -0.422 -1.262 -1.540 -0.533
C -0.674356 -1.502269 -2.147470 -0.952 0.252 -0.174 -0.613
C 1.034766 0.121889 -1.531763 1.095 2.035 2.573 -0.807
C 1.202987 3.033942 2.022598 -0.455 1.596 2.072 -0.109
C 1.088015 1.622561 1.715518 -2.997 -0.540 1.008 -0.128
N 0.088381 -0.913169 -1.094147 1.576 1.317 0.894 0.072
O 0.188417 -0.851456 1.249694 -0.421 -0.241 -0.141 -0.554
O 0.002405 3.681778 2.276289 -1.935 -1.323 1.245 -0.486
O 2.004713 0.965204 1.208783 3.226 -1.517 -1.024 -0.522
H -1.372092 -2.938420 0.621496 0.001 1.550 -0.041 0.256
H -2.323388 -1.414080 0.665930 -0.276 -0.337 -0.573 0.398
H -1.588670 -3.422248 -1.697392 -0.536 2.005 1.255 0.313
H -2.751634 -2.005967 -1.644244 -0.055 -0.185 -0.530 0.287
H -0.019202 -2.078470 -2.795924 -0.043 -0.206 0.074 0.364
H -1.006374 -0.630017 -2.711229 -0.596 -0.362 -0.406 0.328
H 1.901709 -0.191688 -2.149460 -0.820 -0.353 0.453 0.310
H 0.431992 0.868683 -2.079524 0.386 -0.339 0.097 0.376
H 1.450488 0.677048 -0.548855 -0.823 -1.373 -2.765 0.299
H 1.907652 3.100012 2.878076 -0.035 0.353 -0.430 0.238
H 1.477146 3.560720 1.173522 1.769 0.930 -1.633 0.326
H 0.156028 1.039415 1.749803 -0.290 0.936 0.299 0.415
H -0.608225 3.099320 2.811866 1.031 1.129 -0.552 0.323
H 1.081112 -0.460523 1.203077 0.198 -0.220 -0.250 0.461
```
Positions in Å, forces in eV/Å.

Record 5
An isolated molecule of C7H14NO3PS in a non-equilibrium geometry. Source: OMol25; level of theory: wB97M-V/def2-TZVPD.

Frontier orbital gap (spin up / spin down) in eV: 5.88 / 6.56
2S+1: 3
Lowest unoccupied orbital energy (spin up / spin down) in eV: 0.66 / -2.27
E_HOMO (spin up / spin down) in eV: -5.2 / -8.8
Expectation value of S²: 2.01
Molecular weight in u: 223.23

Geometry as XYZ:
```
27
Properties=species:S:1:pos:R:3:forces:R:3:mulliken_charge:R:1
C 2.234289 -1.146164 -0.342862 3.387 1.126 1.322 -0.674
C 2.967167 -0.151464 0.442690 2.119 -1.861 -1.621 0.944
C 0.886248 -1.237258 -0.148000 -4.557 -0.270 0.193 0.624
C 4.456619 -0.296487 0.499599 1.433 -2.303 0.682 -1.043
C -3.102262 1.243769 0.156049 0.830 0.444 0.853 -1.338
C -1.020432 -2.626183 -0.154354 -0.196 2.438 3.323 -0.496
C -1.900528 1.276829 -0.865211 -1.516 0.348 -0.368 -0.455
N 0.072419 2.162841 1.024753 0.634 2.102 -0.058 -0.600
O 0.123003 -0.291658 0.374852 -1.103 1.262 -0.349 -0.475
O 2.497545 0.762872 1.102159 -1.475 0.978 0.645 -0.601
O 0.303349 -2.388374 -0.563835 0.271 -0.097 0.075 -0.374
P -0.147022 1.312508 -0.312344 -0.020 -2.895 -1.763 0.601
S 0.920819 1.570570 -1.885138 0.304 0.272 0.069 -0.366
H 2.618873 -2.074695 -0.746176 0.767 0.482 -0.237 0.316
H 4.800458 -1.337438 0.111922 -0.504 1.652 0.714 0.264
H 4.726785 -0.213121 1.607248 -0.117 -0.107 -1.523 0.276
H 5.039174 0.430485 -0.060721 -0.204 0.324 -0.005 0.248
H -3.376432 0.317916 0.676192 0.962 -0.001 0.034 0.302
H -3.180300 2.096835 0.854391 1.331 -0.472 0.376 0.362
H -4.035010 1.497723 -0.232311 -1.541 0.056 -2.177 0.470
H -1.585498 -1.634573 -0.107708 0.364 -1.672 -0.532 0.114
H -1.124306 -3.070884 0.893517 0.710 0.765 -0.890 0.253
H -1.361354 -3.384739 -0.738658 -1.382 -1.602 -2.176 0.305
H -1.949291 2.266142 -1.439243 0.003 -1.288 0.715 0.382
H -2.036637 0.458650 -1.671570 0.555 1.227 1.398 0.299
H -0.223948 1.643867 1.803296 -0.473 -0.594 1.478 0.287
H 1.047714 2.464464 1.155649 -0.583 -0.312 -0.178 0.378
```
Positions in Å, forces in eV/Å.

Record 6
A structure of composition C7H14NO7P in a non-equilibrium geometry. Source: OMol25; level of theory: wB97M-V/def2-TZVPD.

Frontier orbital gap in eV: 10.60
Lowest unoccupied orbital energy in eV: 0.50
E_HOMO in eV: -10.1
Energy above the lowest of the compared OMol25 structures with the same formula, charge and spin in kJ/mol: 0.00
Molecular weight in u: 255.16

Geometry as XYZ:
```
30
Properties=species:S:1:pos:R:3:forces:R:3:mulliken_charge:R:1
O 0.021852 1.721159 -1.045003 0.943 -0.502 1.213 -0.650
O -4.461932 2.369793 -0.168796 0.262 -1.009 -0.200 -0.737
O 1.608074 -0.689254 1.081174 -0.486 1.185 1.342 -0.510
O -0.087311 -1.821420 0.041121 0.173 -0.531 -0.683 -0.436
O -2.538733 2.133221 -1.837761 -0.905 -0.043 0.574 -0.388
O -2.523203 3.675990 0.237682 4.943 -1.040 -1.882 -0.472
O -2.278660 1.073994 0.553360 -0.203 1.136 -1.371 -0.227
C 0.867652 1.285697 -0.255760 1.877 1.551 -1.804 0.085
N 2.202579 1.792622 -0.378129 -2.190 -1.379 0.880 -0.395
C 2.031717 -1.671703 -0.959230 1.088 -2.347 0.079 -1.374
C 1.684259 -3.173365 1.016008 0.218 0.594 0.152 -1.816
C 1.298319 -1.854711 0.351285 1.078 -0.167 -1.603 1.446
C -1.901000 -0.197324 -0.040824 0.014 0.180 -1.491 -0.735
C 0.568329 0.297370 0.853091 -0.603 -2.075 0.052 0.121
C -0.635463 -0.722853 0.642427 -1.727 1.253 3.052 0.310
P -2.999757 2.288917 -0.352025 -3.344 -2.372 1.992 0.850
H -1.695646 2.480810 -1.612258 3.143 0.400 -1.495 0.403
H -3.295751 3.829292 0.676797 -3.538 1.721 2.362 0.301
H 3.004266 1.456684 0.184618 -1.057 0.461 -0.789 0.240
H 2.246689 2.505771 -1.100445 0.498 -0.304 0.395 0.271
H 1.770046 -0.741084 -1.381940 -0.086 0.996 -0.598 0.359
H 3.148077 -1.779026 -0.798117 -1.279 0.280 -0.293 0.309
H 1.673139 -2.482991 -1.610626 0.381 0.293 -0.141 0.338
H 1.303693 -3.237479 2.004140 -0.226 0.231 1.162 0.419
H 1.236597 -4.013663 0.531749 -0.428 -0.298 -0.857 0.388
H 2.754976 -3.372843 1.026112 0.036 0.393 0.034 0.384
H -1.630898 -0.064796 -1.113437 -0.490 -0.012 0.624 0.370
H -2.766380 -0.904401 0.033310 0.863 0.517 0.099 0.433
H 0.417281 0.903540 1.744144 0.080 -0.180 0.215 0.530
H -1.022809 -1.087949 1.677333 0.965 1.067 -1.020 0.182
```
Positions in Å, forces in eV/Å.

Look up the molecular weight of the first one.
186.28 u

What is the molecular weight in the first record?
186.28 u